1.
Entry from the Open Molecules 2025 dataset: 2 unconnected molecules or ions with the total composition C3H11N2O (the ωB97M-V functional and the def2-TZVPD basis).

Geometry as XYZ:
```
17
C3H11N2O | the Open Molecules 2025 dataset | the ωB97M-V functional and the def2-TZVPD basis
C -0.141 -0.341 -1.305
C -1.471 -0.260 0.769
C 1.008 -0.217 0.695
N -0.207 1.665 -0.102
N -0.203 0.188 0.032
O 2.102 -0.205 -0.147
H 0.699 -0.028 -1.777
H -0.023 -1.457 -1.360
H -1.052 -0.045 -1.829
H -2.392 -0.050 0.144
H -1.318 -1.359 0.636
H -1.408 -0.092 1.844
H 1.125 0.245 1.634
H 0.543 -1.748 1.687
H 0.630 2.036 -0.350
H -0.897 2.091 -0.767
H 3.003 -0.422 0.197
```

Computed properties:
- Multiplicity: 1
- Highest occupied orbital energy: -14.28 eV
- Total charge: +1
- Orbital gap: 9.9 eV
- Energy relative to the best compared isomer or geometry (same formula, charge and spin): 653.4 kJ/mol
- E_LUMO: -0.1619 hartree


2.
Entry from the Open Molecules 2025 dataset: 2 unconnected molecules or ions with the total composition C4H5BrN2O2S (the ωB97M-V functional and the def2-TZVPD basis).

Geometry as XYZ:
```
15
C4H5BrN2O2S | the Open Molecules 2025 dataset | the ωB97M-V functional and the def2-TZVPD basis
C 0.004 -0.773 -0.101
C -0.942 -1.716 0.500
C 1.236 -0.313 0.426
C -0.223 1.081 -1.444
N -0.517 -0.128 -1.180
N -0.620 -2.463 1.478
O 2.237 2.039 -0.776
O 0.423 2.377 0.952
S 1.003 1.594 -0.126
Br -2.416 2.935 -0.613
H -1.932 -1.857 -0.060
H 1.219 -0.355 1.484
H 2.240 -0.557 0.022
H -0.377 1.250 -2.408
H -1.334 -3.114 1.846
```

Computed properties:
- Multiplicity: 1
- Highest occupied orbital energy (spin up / spin down): -10.49 / -8.69 eV
- Total charge: 0
- Orbital gap (spin up / spin down): 8.3 / 5.3 eV
- Energy relative to the best compared isomer or geometry (same formula, charge and spin): 419.3 kJ/mol
- E_LUMO (spin up / spin down): -0.0821 / -0.1256 hartree


3.
Entry from the Open Molecules 2025 dataset: a molecular structure, C31H44AlAs3F6N8O3SSb (the ωB97M-V functional and the def2-TZVPD basis).

Geometry as XYZ:
```
98
C31H44AlAs3F6N8O3SSb | the Open Molecules 2025 dataset | the ωB97M-V functional and the def2-TZVPD basis
Al -0.279 -0.484 0.202
C -2.004 -2.010 -2.539
As -1.175 -0.245 -2.374
C -0.134 -0.284 -4.034
C -2.567 0.958 -3.088
C -3.833 1.273 -2.295
C -4.722 0.028 -2.189
C -3.510 1.771 -0.895
As -2.778 0.523 0.475
C -3.117 1.771 1.947
C -4.127 -0.785 1.018
C -4.628 2.343 -3.072
As -4.102 4.249 -3.482
C -4.240 5.058 -1.689
C -2.125 4.285 -3.587
H -2.806 -1.983 -3.275
H -2.408 -2.362 -1.589
H -1.261 -2.730 -2.878
H -0.828 -0.220 -4.872
H 0.429 -1.210 -4.124
H 0.565 0.550 -4.091
H -2.855 0.502 -4.040
H -2.042 1.886 -3.318
H -4.186 -0.783 -1.692
H -5.038 -0.310 -3.175
H -5.624 0.253 -1.619
H -4.414 2.174 -0.431
H -2.774 2.581 -0.953
H -4.191 1.957 1.954
H -2.607 2.721 1.797
H -2.846 1.349 2.914
H -5.131 -0.409 0.831
H -4.002 -0.934 2.092
H -3.999 -1.741 0.516
H -5.603 2.469 -2.592
H -4.846 1.926 -4.060
H -5.183 4.784 -1.218
H -4.241 6.140 -1.815
H -3.412 4.794 -1.032
H -1.762 3.734 -4.453
H -1.624 3.941 -2.680
H -1.858 5.331 -3.741
C 0.278 2.539 1.690
C -0.087 1.402 2.580
N -0.450 0.186 2.156
C -0.840 -0.527 3.276
C -0.693 0.262 4.364
N -0.211 1.467 3.913
C 0.207 2.553 4.814
N 0.966 2.037 5.894
N 0.328 1.625 7.030
N 1.173 1.187 7.856
C 2.435 1.274 7.318
C 3.684 0.934 7.839
C 4.773 1.130 7.021
C 4.638 1.641 5.720
C 3.415 1.997 5.194
C 2.314 1.814 6.024
H -0.153 2.367 0.701
H 1.359 2.634 1.574
H -0.103 3.479 2.085
H -1.163 -1.552 3.217
H -0.865 0.078 5.410
H -0.682 3.032 5.229
H 0.796 3.274 4.248
H 3.770 0.541 8.841
H 5.762 0.887 7.381
H 5.524 1.763 5.114
H 3.326 2.402 4.194
F 1.285 0.282 0.242
Sb 2.713 -0.800 1.794
F 1.043 -1.830 1.579
F 3.417 -1.413 0.182
F 3.495 0.893 1.534
F 3.419 -2.264 2.680
F 2.177 -0.135 3.464
O 6.725 -3.467 -6.036
S 6.683 -3.605 -4.598
O 6.470 -2.373 -3.886
O 7.632 -4.515 -3.994
C 5.085 -4.593 -4.359
N 4.894 -5.696 -5.040
C 3.749 -6.324 -4.810
C 2.792 -5.813 -3.932
C 3.090 -4.617 -3.294
N 4.274 -4.017 -3.508
C 2.190 -3.817 -2.435
C 1.260 -4.313 -1.525
C 0.508 -3.431 -0.776
N 0.595 -2.099 -0.905
C 1.508 -1.620 -1.772
C 2.320 -2.428 -2.529
H 3.590 -7.239 -5.366
H 1.850 -6.325 -3.798
H 1.140 -5.377 -1.379
H -0.196 -3.794 -0.039
H 1.603 -0.547 -1.861
H 3.075 -2.005 -3.174
```

Computed properties:
- Multiplicity: 2
- ⟨S²⟩: 0.766
- Highest occupied orbital energy (spin up / spin down): -12.99 / -12.99 eV
- Total charge: +2
- Orbital gap (spin up / spin down): 6.3 / 4.9 eV
- Energy relative to the best compared isomer or geometry (same formula, charge and spin): 225.8 kJ/mol
- E_LUMO (spin up / spin down): -0.2446 / -0.2990 hartree


4.
Entry from the Open Molecules 2025 dataset: 2 unconnected molecules or ions with the total composition C33H70N4O5P (the ωB97M-V functional and the def2-TZVPD basis).

Geometry as XYZ:
```
113
C33H70N4O5P | the Open Molecules 2025 dataset | the ωB97M-V functional and the def2-TZVPD basis
C 4.908 -1.358 4.925
C 5.130 -0.252 3.880
C 4.679 -0.638 2.463
C 5.490 -1.798 1.896
C 5.338 -2.032 0.386
C 5.512 -0.776 -0.483
C 4.179 -0.141 -0.892
C 4.405 1.089 -1.806
C 3.657 2.359 -1.383
C 3.715 2.677 0.130
C 2.335 2.465 0.770
C 2.263 2.847 2.261
C 1.786 1.669 3.137
C 0.648 2.010 4.112
C -0.046 0.707 4.581
N -1.507 0.828 4.464
C -2.085 0.457 3.384
N -3.460 0.614 3.163
C -3.359 1.347 1.854
N -2.917 2.671 2.216
C -3.812 3.530 2.508
C -3.350 4.955 2.707
C -5.277 3.243 2.724
C -2.214 0.515 1.162
C -1.275 1.352 0.309
C -1.975 1.989 -0.910
N -1.413 -0.073 2.275
C -1.488 -1.559 2.471
C -1.386 -2.349 1.157
C -0.180 -3.323 1.164
O 0.193 -3.632 -0.157
C 1.360 -2.955 -0.586
H 3.906 -1.272 5.347
H 5.084 -2.355 4.529
H 5.628 -1.224 5.734
H 6.194 -0.008 3.856
H 4.590 0.644 4.194
H 4.775 0.256 1.845
H 3.612 -0.893 2.494
H 5.221 -2.717 2.419
H 6.554 -1.629 2.086
H 4.365 -2.475 0.147
H 6.077 -2.785 0.104
H 6.098 -0.015 0.044
H 6.073 -1.033 -1.384
H 3.583 0.083 -0.008
H 3.632 -0.888 -1.474
H 4.038 0.818 -2.798
H 5.474 1.284 -1.904
H 2.614 2.269 -1.701
H 4.036 3.240 -1.904
H 4.439 2.021 0.621
H 4.051 3.701 0.301
H 2.082 1.413 0.615
H 1.632 3.035 0.155
H 3.273 3.100 2.588
H 1.657 3.741 2.414
H 1.479 0.804 2.546
H 2.637 1.336 3.733
H 1.086 2.456 5.006
H -0.068 2.727 3.708
H 0.212 0.503 5.618
H 0.296 -0.123 3.975
H -2.074 1.234 5.197
H -3.950 -0.270 3.067
H -4.228 1.248 1.207
H -4.210 5.621 2.718
H -2.825 5.073 3.655
H -2.708 5.243 1.879
H -5.711 2.576 1.982
H -5.826 4.179 2.654
H -5.409 2.825 3.722
H -2.727 -0.203 0.520
H -0.743 2.103 0.888
H -0.513 0.659 -0.063
H -2.094 3.054 -0.719
H -1.273 1.920 -1.740
H -2.902 1.492 -1.189
H -0.629 -1.845 3.086
H -2.364 -1.882 3.045
H -1.272 -1.723 0.275
H -2.278 -2.970 1.079
H -0.489 -4.254 1.640
H 0.631 -2.843 1.723
H 1.346 -2.911 -1.673
H 1.421 -1.934 -0.193
H 2.261 -3.498 -0.284
O -3.739 -3.278 -4.864
P -3.290 -1.900 -5.112
O -3.358 -1.054 -3.739
C -2.483 -1.387 -2.664
C -1.029 -1.073 -2.978
O -4.490 -1.188 -5.926
C -5.632 -1.934 -6.358
C -6.728 -1.948 -5.311
O -2.135 -1.079 -5.853
C -1.421 -1.721 -6.942
C -2.325 -2.108 -8.093
H -2.601 -2.444 -2.407
H -2.808 -0.799 -1.804
H -0.658 -1.698 -3.790
H -0.400 -1.251 -2.103
H -0.919 -0.034 -3.288
H -5.344 -2.947 -6.640
H -5.989 -1.445 -7.265
H -6.329 -2.147 -4.317
H -7.476 -2.705 -5.550
H -7.225 -0.977 -5.269
H -0.898 -2.599 -6.556
H -0.667 -1.009 -7.271
H -3.041 -2.879 -7.799
H -1.734 -2.494 -8.923
H -2.899 -1.248 -8.436
```

Computed properties:
- Multiplicity: 1
- Highest occupied orbital energy: -12.00 eV
- Total charge: +1
- Orbital gap: 9.0 eV
- E_LUMO: -0.1120 hartree


5.
Entry from the Open Molecules 2025 dataset: a molecular structure, C37H44BCrN13O6P (the ωB97M-V functional and the def2-TZVPD basis).

Geometry as XYZ:
```
103
C37H44BCrN13O6P | the Open Molecules 2025 dataset | the ωB97M-V functional and the def2-TZVPD basis
Cr -0.309 0.378 0.360
C 1.460 5.397 1.695
N 0.678 4.365 1.026
C -0.209 4.573 -0.002
C -0.705 3.352 -0.340
N -0.146 2.417 0.479
C 0.686 3.042 1.298
P 1.765 2.223 2.521
C 0.490 1.147 3.219
N -0.371 0.454 2.495
C -1.201 -0.198 3.362
C -0.821 0.109 4.634
N 0.250 0.962 4.535
C 0.990 1.539 5.648
C 2.445 0.990 1.367
N 1.715 0.342 0.479
C 2.552 -0.438 -0.266
C 3.820 -0.254 0.188
N 3.742 0.658 1.214
C 4.855 1.117 2.035
H 1.203 6.357 1.258
H 1.232 5.421 2.758
H 2.525 5.221 1.558
H -0.397 5.553 -0.405
H -1.413 3.081 -1.104
H -2.016 -0.804 2.990
H -1.212 -0.209 5.584
H 0.516 1.224 6.573
H 2.021 1.192 5.648
H 0.975 2.626 5.601
H 2.185 -1.040 -1.080
H 4.755 -0.682 -0.128
H 5.775 0.721 1.616
H 4.905 2.203 2.035
H 4.751 0.756 3.056
B -4.878 -0.204 0.365
N -4.056 1.121 0.703
C -4.748 2.269 0.731
C -4.013 3.223 1.408
C -2.846 2.543 1.757
N -2.860 1.284 1.321
N -4.194 -1.561 0.718
C -4.738 -2.733 0.342
C -3.975 -3.756 0.871
C -2.975 -3.084 1.587
N -3.120 -1.764 1.496
H -5.115 -0.167 -0.827
H -5.904 -0.149 1.015
H -5.736 2.316 0.302
H -4.281 4.246 1.615
H -1.993 2.915 2.308
H -5.616 -2.758 -0.283
H -4.120 -4.817 0.756
H -2.164 -3.500 2.171
O 1.103 -2.036 2.156
C 0.522 -2.361 1.132
O -0.111 -1.612 0.295
C 0.539 -3.813 0.702
C -0.348 -4.282 -0.256
C -0.303 -5.617 -0.608
C 0.599 -6.504 -0.057
C 1.474 -5.999 0.884
C 1.457 -4.676 1.282
N 2.466 -6.915 1.485
O 2.394 -8.090 1.192
O 3.302 -6.430 2.219
N -1.251 -6.122 -1.627
O -1.971 -5.311 -2.165
O -1.235 -7.312 -1.862
H -1.071 -3.621 -0.711
H 0.619 -7.542 -0.347
H 2.136 -4.311 2.038
C 3.818 3.551 -1.702
C 2.830 2.713 -2.479
C 2.942 2.564 -3.854
C 2.013 1.767 -4.510
C 2.076 1.586 -6.007
C 1.006 1.127 -3.799
C 0.851 1.234 -2.396
C 1.814 2.074 -1.790
N -0.143 0.580 -1.670
C -1.202 -0.138 -2.438
C -0.679 -1.401 -3.146
C -1.978 0.830 -3.355
C -2.250 -0.642 -1.450
H 4.429 4.163 -2.366
H 4.494 2.919 -1.118
H 3.304 4.220 -1.004
H 3.733 3.060 -4.406
H 2.936 2.105 -6.430
H 1.176 1.980 -6.486
H 2.151 0.530 -6.275
H 0.326 0.534 -4.384
H 1.786 2.252 -0.730
H 0.017 -1.231 -3.962
H -1.522 -1.978 -3.536
H -0.174 -2.016 -2.397
H -1.357 1.496 -3.948
H -2.628 1.450 -2.730
H -2.622 0.263 -4.031
H -1.935 -1.526 -0.911
H -3.176 -0.879 -1.973
H -2.512 0.144 -0.733
```

Computed properties:
- Multiplicity: 4
- ⟨S²⟩: 3.778
- Highest occupied orbital energy (spin up / spin down): -6.99 / -7.14 eV
- Total charge: 0
- Orbital gap (spin up / spin down): 6.4 / 6.5 eV
- Energy relative to the best compared isomer or geometry (same formula, charge and spin): 6.1 kJ/mol
- E_LUMO (spin up / spin down): -0.0202 / -0.0247 hartree


6.
Entry from the Open Molecules 2025 dataset: C10H18N4S in the gas phase (the ωB97M-V functional and the def2-TZVPD basis).

Geometry as XYZ:
```
33
C10H18N4S | the Open Molecules 2025 dataset | the ωB97M-V functional and the def2-TZVPD basis
C -2.801 1.309 1.937
C -3.210 -0.198 1.771
C -2.088 -1.247 1.702
N -1.369 -0.973 0.462
C -0.079 -1.407 0.186
S 0.701 -2.597 1.053
N 0.358 -0.901 -0.928
C 1.694 -1.172 -1.529
C 2.937 -0.445 -0.736
C 2.723 1.098 -1.133
N 1.324 1.524 -0.868
C 0.629 2.170 -1.979
C -0.648 2.384 -1.532
N -0.820 1.990 -0.177
C 0.357 1.497 0.144
H -2.729 1.924 0.905
H -3.830 1.658 2.613
H -1.665 1.286 2.564
H -3.908 -0.390 0.968
H -3.760 -0.529 2.589
H -1.544 -0.875 2.582
H -2.699 -2.312 1.853
H -1.816 -0.186 0.057
H -0.345 -0.227 -1.376
H 2.034 -2.190 -1.348
H 1.552 -0.921 -2.510
H 3.246 -0.474 0.463
H 3.854 -0.626 -1.500
H 3.494 1.763 -0.656
H 2.839 1.302 -2.162
H 1.051 2.711 -2.926
H -1.212 2.974 -2.430
H 0.678 1.251 1.065
```

Computed properties:
- Multiplicity: 1
- SMILES: CCCNC(=S)NCCCn1ccnc1
- Highest occupied orbital energy: -7.95 eV
- Total charge: 0
- Orbital gap: 8.6 eV
- Energy relative to the best compared isomer or geometry (same formula, charge and spin): 589.4 kJ/mol
- E_LUMO: 0.0224 hartree


7.
Entry from the Open Molecules 2025 dataset: 2 unconnected molecules or ions with the total composition C5H9IO (the ωB97M-V functional and the def2-TZVPD basis).

Geometry as XYZ:
```
16
C5H9IO | the Open Molecules 2025 dataset | the ωB97M-V functional and the def2-TZVPD basis
C 0.860 -0.425 1.579
C -1.475 -0.027 0.091
C 0.465 1.541 -0.311
C 0.541 -0.927 -1.071
C 0.004 0.150 -0.234
O 1.367 0.352 2.236
I 0.428 -2.431 2.199
H -1.695 -1.099 0.484
H -2.180 0.183 -0.650
H -1.695 0.680 0.987
H 0.473 2.135 0.555
H -0.391 1.870 -1.042
H 1.399 1.626 -0.799
H 0.155 -1.808 -0.763
H 0.102 -0.798 -2.148
H 1.643 -1.021 -1.112
```

Computed properties:
- Multiplicity: 1
- Highest occupied orbital energy: -8.28 eV
- Total charge: 0
- Orbital gap: 8.5 eV
- Energy relative to the best compared isomer or geometry (same formula, charge and spin): 145.0 kJ/mol
- E_LUMO: 0.0074 hartree


8.
Entry from the Open Molecules 2025 dataset: C11H13N3O in the gas phase (the ωB97M-V functional and the def2-TZVPD basis).

Geometry as XYZ:
```
28
C11H13N3O | the Open Molecules 2025 dataset | the ωB97M-V functional and the def2-TZVPD basis
C -1.382 -3.155 -0.648
C -0.404 -2.017 -0.691
C 0.057 -1.418 0.403
C -0.052 -1.967 1.698
N -0.105 -2.366 2.780
C 0.878 -0.192 0.455
C -0.065 0.975 0.689
C -0.669 1.000 2.021
C 0.478 2.413 0.373
C 1.582 -0.137 -0.892
C 2.805 0.537 -1.003
N 3.856 1.030 -0.992
C 0.826 -0.598 -1.946
N 1.229 -0.387 -3.239
O -0.125 -1.470 -1.906
H -2.478 -2.863 -0.509
H -1.208 -3.776 0.193
H -1.266 -3.737 -1.560
H 1.566 -0.383 1.390
H -0.976 0.907 -0.030
H 0.202 1.095 2.808
H -0.994 0.005 2.282
H -1.390 1.764 2.067
H 1.514 2.473 0.839
H -0.182 3.138 0.644
H 0.421 2.467 -0.748
H 2.125 0.037 -3.207
H 0.888 -0.941 -3.976
```

Computed properties:
- Multiplicity: 1
- SMILES: CC1=C(C#N)[C@H](C(C)C)C(C#N)=C(N)O1
- Highest occupied orbital energy: -8.72 eV
- Total charge: 0
- Orbital gap: 8.9 eV
- Energy relative to the best compared isomer or geometry (same formula, charge and spin): 252.2 kJ/mol
- E_LUMO: 0.0067 hartree


Number 1: DFT total energy -305.20385 hartree. Number 2: DFT total energy -3387.43819 hartree. Number 3: DFT total energy -10058.36952 hartree. Number 4: DFT total energy -2235.75614 hartree. Number 5: DFT total energy -4010.21334 hartree. Number 6: DFT total energy -1008.85583 hartree. Number 7: DFT total energy -568.76978 hartree. Number 8: DFT total energy -666.38219 hartree.